1.
# C26H38O15P2S

C26H38O15P2S as an isolated structure (ωB97M-V/def2-TZVPD, OMol25).

The spin multiplicity is 1.

The geometry in XYZ format:
```
82
Properties=species:S:1:pos:R:3:forces:R:3
C -1.7426 -3.7208 2.8734 -0.3 0.8 0.3
C -1.7846 -2.6979 1.7440 0.2 -1.5 1.4
C -0.6866 -1.8693 1.6382 0.1 0.1 -0.2
C -0.6672 -0.9280 0.6509 1.2 1.1 -0.3
C -1.7282 -0.7722 -0.2043 -0.1 0.5 -0.7
C -2.8055 -1.5967 -0.0854 -1.0 -0.2 -0.4
C -2.8494 -2.5935 0.8783 -0.7 0.2 -0.5
C -4.0611 -3.4967 0.9114 0.5 0.0 0.3
C -5.2017 -2.9663 1.7664 -0.3 -1.6 0.0
O -6.0667 -4.1654 1.9632 -0.5 0.2 -0.5
S -7.6045 -3.8437 1.7286 -0.3 0.2 -0.2
O -8.3404 -4.4403 2.7748 0.0 0.5 1.0
O -8.0936 -4.0930 0.4185 0.7 -0.2 -0.6
O -7.4301 -2.2333 1.8218 0.1 -0.9 0.5
C -6.1635 -1.9956 1.1166 -0.8 0.7 0.8
P -5.8689 -0.1612 1.2628 1.0 0.0 -1.5
P -4.5369 0.3078 2.9057 -0.6 1.8 1.4
O -4.9939 1.6186 3.3987 -0.7 0.2 -0.2
O -3.0318 0.4554 2.3983 -0.5 -1.2 -0.1
O -4.5484 -0.7282 4.1304 0.6 -0.5 -0.6
H -0.8350 -4.3260 2.8534 -0.2 -0.1 -0.2
H -2.6412 -4.3304 2.9342 0.2 -0.2 -0.1
H -1.7123 -3.1447 3.8074 0.0 -0.2 0.0
H 0.1615 -1.9756 2.3029 -0.1 -0.1 0.0
H 0.1944 -0.2830 0.5234 0.0 -0.1 0.1
H -1.7288 -0.0300 -0.9952 0.2 0.0 0.1
H -3.6450 -1.4692 -0.7666 0.1 -0.1 0.0
H -3.7661 -4.4548 1.3395 -0.2 0.0 0.0
H -4.4187 -3.7294 -0.0958 -0.1 0.3 0.1
H -4.9343 -2.7396 2.8007 0.3 0.5 -0.3
H -6.3685 -2.2753 0.0822 0.4 0.3 -0.1
H -7.1024 0.3533 1.7054 0.2 -0.4 0.5
H -3.0648 0.8135 1.4975 0.4 -0.1 0.0
H -5.0292 -0.2876 4.8462 0.1 0.0 0.0
O 3.3985 0.8962 0.4304 -0.4 -0.3 0.0
C 3.0504 0.8282 1.5725 0.2 0.5 -0.1
O 2.0433 0.0213 1.9931 0.2 0.0 0.1
C 1.7932 0.2461 3.3940 0.0 0.0 0.2
C 3.0810 0.8457 3.9373 0.1 0.1 0.1
C 3.6040 1.6236 2.7338 0.0 -0.4 0.4
H 0.9436 0.9260 3.4892 0.0 0.0 0.0
H 1.5421 -0.6990 3.8711 -0.1 -0.1 -0.2
H 2.9293 1.4544 4.8268 -0.1 0.0 0.0
H 3.7822 0.0490 4.1911 0.0 0.0 0.0
H 3.1975 2.6353 2.6916 0.1 0.0 -0.1
H 4.6906 1.6514 2.6986 0.0 0.2 -0.3
O 6.9614 1.7325 0.9921 0.2 0.1 0.0
C 6.8891 1.6963 -0.2054 -0.4 -0.1 0.2
O 7.5279 2.5761 -1.0101 0.0 -0.1 0.1
C 7.1606 2.3422 -2.3855 0.0 -0.1 -0.2
C 6.6753 0.9014 -2.4255 -0.1 -0.1 0.0
C 6.0700 0.7325 -1.0350 0.5 -0.1 -0.6
H 6.3772 3.0511 -2.6611 0.0 0.0 0.0
H 8.0210 2.5050 -3.0257 0.0 0.2 0.2
H 5.9797 0.7053 -3.2394 0.0 0.1 0.0
H 7.5258 0.2257 -2.5413 0.0 0.0 0.0
H 5.0288 1.0410 -1.0008 0.0 -0.1 0.1
H 6.1756 -0.2835 -0.6640 -0.2 0.1 0.2
O -7.4493 -1.1755 -1.4281 -0.1 0.2 -0.2
C -8.4532 -0.5180 -1.4131 0.2 0.0 0.2
O -8.8436 0.2397 -2.4603 0.0 -0.1 0.0
C -10.0207 0.9911 -2.1147 -0.2 0.1 0.0
C -10.6539 0.2276 -0.9634 -0.1 0.0 0.2
C -9.4345 -0.3673 -0.2674 -0.5 -0.1 -0.3
H -9.7157 2.0001 -1.8288 0.0 0.0 0.0
H -10.6739 1.0545 -2.9819 0.2 0.0 -0.1
H -11.2708 0.8524 -0.3202 0.0 0.1 0.0
H -11.2811 -0.5759 -1.3525 0.0 0.0 0.0
H -9.0134 0.3155 0.4709 0.0 0.0 0.0
H -9.6485 -1.3304 0.1874 0.3 0.0 0.1
O 8.6485 3.1633 -5.1381 0.0 0.0 0.2
C 9.8289 3.2520 -4.9604 -0.1 0.1 -0.5
O 10.3673 3.8772 -3.8871 0.0 -0.1 0.0
C 11.7995 3.9152 -4.0063 0.2 0.0 0.0
C 12.1498 2.7835 -4.9599 0.1 -0.1 -0.2
C 10.9288 2.7487 -5.8741 0.4 -0.2 0.4
H 12.0882 4.8932 -4.3974 0.0 0.0 0.0
H 12.2455 3.7848 -3.0231 -0.2 0.1 0.1
H 13.0918 2.9381 -5.4828 0.0 0.1 0.0
H 12.2221 1.8442 -4.4090 0.0 0.0 0.0
H 11.0270 3.4352 -6.7162 -0.1 0.0 0.0
H 10.7086 1.7457 -6.2286 -0.2 0.1 -0.2
```
Forces are in eV/Å.

***

2.
# C6H6

C6H6 as an isolated structure (ωB97M-V/def2-TZVPD, OMol25).

The energy relative to the best compared isomer or geometry (same formula, charge and spin) comes out at 132.0 kcal per mole. The spin multiplicity is 1.

The geometry in XYZ format:
```
12
Properties=species:S:1:pos:R:3:forces:R:3
C -1.1686 -0.7440 -0.6436 -0.1 0.0 -0.1
C -0.3166 -0.0525 0.4345 0.0 0.0 0.0
C 1.0843 -0.4996 0.3935 0.6 -0.1 0.0
C 2.2463 -0.8019 0.3207 -0.5 0.1 0.0
C -0.3486 1.4316 0.2864 -0.3 0.5 0.0
C -0.5566 2.6748 0.1741 0.1 -0.7 0.1
H -0.8152 -0.4704 -1.6409 0.0 0.0 0.1
H -1.1002 -1.8296 -0.5294 0.0 0.2 0.0
H -2.2155 -0.4423 -0.5482 0.2 0.0 0.0
H -0.7323 -0.2909 1.4223 0.1 0.0 -0.1
H 3.2804 -1.0603 0.2584 -0.2 0.0 0.0
H 0.6427 2.0852 0.0722 0.1 0.2 0.0
```
Forces are in eV/Å.

***

Orbital gap values (in eV) by entry order: 9.804; 11.227.